Record 1
{"formula": "C41H32MoN7O2", "method": "the ωB97M-V functional and the def2-TZVPD basis", "elements": ["Mo", "C", "C", "C", "C", "C", "N", "C", "C", "C", "C", "C", "C", "C", "N", "C", "C", "C", "N", "C", "C", "N", "C", "C", "C", "N", "H", "H", "H", "H", "H", "H", "H", "H", "H", "H", "H", "H", "H", "H", "H", "H", "H", "H", "O", "C", "O", "C", "C", "C", "C", "C", "N", "H", "H", "H", "H", "C", "C", "C", "C", "C", "C", "C", "C", "C", "C", "C", "C", "C", "C", "C", "N", "H", "H", "H", "H", "H", "H", "H", "H", "H", "H"], "coordinates": [[0.564, -0.062, 0.230], [-1.998, -2.864, -5.283], [-1.736, -1.897, -4.162], [-2.667, -1.726, -3.133], [-2.437, -0.865, -2.079], [-1.253, -0.123, -2.011], [-0.934, 0.729, -0.939], [-1.865, 1.753, -0.646], [-2.762, 2.130, -1.664], [-3.700, 3.125, -1.509], [-3.795, 3.847, -0.326], [-4.785, 4.965, -0.157], [-2.893, 3.518, 0.666], [-1.944, 2.499, 0.549], [0.136, 1.513, 1.469], [1.245, 1.871, 3.577], [2.507, 2.262, 2.822], [2.406, 2.242, 1.481], [1.265, 1.911, 0.697], [-0.327, -0.317, -3.025], [-0.552, -1.186, -4.087], [0.913, 0.363, -2.910], [1.603, 1.023, -3.854], [2.746, 1.521, -3.266], [2.667, 1.116, -1.936], [1.558, 0.411, -1.725], [-3.017, -2.764, -5.657], [-1.876, -3.895, -4.944], [-1.314, -2.703, -6.116], [-3.593, -2.288, -3.163], [-3.175, -0.742, -1.296], [-2.713, 1.627, -2.618], [-4.362, 3.357, -2.335], [-5.660, 4.811, -0.787], [-4.344, 5.924, -0.436], [-5.122, 5.045, 0.876], [-2.913, 4.086, 1.589], [0.615, 2.755, 3.678], [3.402, 2.621, 3.312], [3.236, 2.547, 0.858], [0.216, -1.318, -4.841], [1.225, 1.095, -4.859], [3.522, 2.101, -3.732], [3.360, 1.278, -1.129], [-2.391, -2.394, 1.944], [-1.506, -1.951, 1.257], [-1.070, -0.722, 1.281], [-0.822, -2.789, 0.215], [-1.199, -4.096, -0.021], [-0.582, -4.786, -1.049], [0.381, -4.133, -1.803], [0.711, -2.830, -1.492], [0.130, -2.164, -0.489], [-1.971, -4.522, 0.603], [-0.851, -5.811, -1.265], [0.882, -4.622, -2.626], [1.464, -2.302, -2.056], [4.539, -2.349, -0.337], [4.896, -2.696, 0.955], [4.129, -2.234, 2.008], [2.998, -1.452, 1.768], [2.587, -1.103, 0.446], [3.411, -1.568, -0.575], [2.242, -0.839, 2.844], [2.562, -0.774, 4.232], [1.959, 0.002, 5.177], [0.987, 1.024, 4.803], [-0.326, 1.000, 5.113], [-1.443, 1.585, 4.333], [-1.716, 2.019, 3.076], [-1.010, 2.390, 1.743], [0.691, 0.944, 2.611], [1.185, -0.193, 2.285], [5.140, -2.680, -1.174], [5.769, -3.307, 1.141], [4.415, -2.477, 3.023], [3.204, -1.323, -1.606], [3.326, -1.462, 4.571], [2.192, -0.167, 6.220], [-0.656, 0.367, 5.929], [-2.358, 1.517, 4.910], [-2.772, 2.210, 2.943], [-0.580, 3.389, 1.883]], "e_tot_ev": -59408.6818, "lumo_energy_ha": [-0.110, -0.147], "e_homo_ev": [-9.65, -9.82], "gap_ev": [6.66, 5.82], "e_above_lowest_kj_mol": 662.7, "charge": 1, "multiplicity": 3}



Record 2
{"formula": "C6H10O", "method": "the ωB97M-V functional and the def2-TZVPD basis", "elements": ["C", "C", "C", "C", "C", "C", "O", "H", "H", "H", "H", "H", "H", "H", "H", "H", "H"], "coordinates": [[1.649, 0.800, -0.897], [1.640, -0.189, 0.265], [0.350, -0.138, 1.154], [-0.485, -1.223, 0.584], [-1.425, -0.720, -0.470], [-2.621, -0.025, 0.197], [-2.533, 0.878, 0.990], [1.508, 1.827, -0.542], [0.866, 0.594, -1.635], [2.606, 0.754, -1.428], [2.490, 0.020, 0.922], [0.637, -0.381, 2.182], [-0.074, 0.876, 1.124], [1.795, -1.212, -0.104], [-1.808, -1.522, -1.108], [-0.984, 0.065, -1.107], [-3.611, -0.404, -0.126]], "e_tot_ev": -8427.4965, "lumo_energy_ha": -0.005, "e_homo_ev": -8.30, "gap_ev": 8.17, "e_above_lowest_kj_mol": 361.2, "charge": 0}



Record 3
{"formula": "C8H19BrO3P2", "method": "the ωB97M-V functional and the def2-TZVPD basis", "elements": ["C", "C", "C", "O", "C", "P", "C", "C", "C", "C", "O", "P", "O", "Br", "H", "H", "H", "H", "H", "H", "H", "H", "H", "H", "H", "H", "H", "H", "H", "H", "H", "H", "H"], "coordinates": [[2.167, -2.162, 1.470], [0.881, -1.332, 2.060], [-0.586, -1.930, 1.641], [-1.596, -1.014, 2.269], [-2.670, -0.692, 1.317], [-2.352, 0.901, 0.277], [-1.732, 0.443, -1.506], [-0.215, -0.183, -1.527], [0.758, 0.398, -2.714], [2.122, 1.115, -2.070], [1.808, 2.483, -1.605], [-0.751, 2.122, 1.219], [-0.402, 3.528, 0.232], [-1.709, 2.831, 3.176], [3.089, -1.889, 2.175], [2.068, -3.329, 1.511], [2.484, -1.758, 0.394], [0.954, -1.371, 3.230], [0.965, -0.230, 1.675], [-0.774, -2.032, 0.490], [-0.663, -3.029, 2.092], [-3.634, -0.446, 1.976], [-2.977, -1.591, 0.631], [-1.728, 1.472, -2.095], [-2.533, -0.240, -2.066], [0.297, 0.014, -0.488], [-0.324, -1.347, -1.650], [0.190, 1.138, -3.457], [1.159, -0.529, -3.344], [2.933, 1.177, -2.924], [2.585, 0.478, -1.205], [0.857, 2.637, -1.906], [-0.668, 4.366, 0.720]], "e_tot_ev": -103362.3910, "lumo_energy_ha": 0.001, "e_homo_ev": -7.72, "gap_ev": 7.76, "smiles": "CCCOCP(CCCCO)#P(O)Br", "charge": 0}



Record 4
{"formula": "C32H62BN4O7S2", "method": "the ωB97M-V functional and the def2-TZVPD basis", "elements": ["N", "C", "C", "B", "O", "C", "C", "N", "C", "C", "C", "C", "S", "C", "S", "N", "C", "C", "N", "C", "O", "H", "H", "H", "H", "H", "H", "H", "H", "H", "H", "H", "H", "H", "H", "H", "H", "H", "H", "H", "H", "H", "H", "C", "C", "C", "O", "C", "H", "H", "H", "H", "H", "H", "H", "H", "C", "C", "C", "O", "C", "H", "H", "H", "H", "H", "H", "H", "H", "C", "C", "C", "O", "C", "H", "H", "H", "H", "H", "H", "H", "H", "C", "C", "C", "O", "C", "H", "H", "H", "H", "H", "H", "H", "H", "C", "C", "C", "O", "C", "H", "H", "H", "H", "H", "H", "H", "H"], "coordinates": [[-0.674, -1.668, -4.175], [-0.547, -1.409, -5.609], [0.407, -0.288, -5.989], [-0.106, 1.208, -5.611], [-0.188, 1.426, -4.108], [-1.461, 1.788, -3.697], [-1.428, 3.074, -2.861], [-1.989, 3.032, -1.492], [-2.313, 1.811, -5.009], [-3.044, 3.106, -5.309], [-4.118, 3.400, -4.260], [-5.533, 3.344, -4.837], [-6.737, 2.636, -3.698], [-6.086, 1.044, -3.370], [-5.812, 0.619, -1.832], [-5.971, 0.160, -4.424], [-6.326, 0.328, -5.757], [-6.032, -0.857, -6.396], [-5.501, -1.756, -5.506], [-5.469, -1.135, -4.353], [-1.503, 1.451, -6.057], [-1.483, -1.214, -3.792], [0.142, -1.333, -3.693], [-1.530, -1.162, -5.995], [-0.247, -2.338, -6.096], [1.380, -0.435, -5.529], [0.547, -0.345, -7.068], [0.681, 2.081, -6.073], [-1.886, 0.997, -3.067], [-1.924, 3.885, -3.371], [-0.383, 3.326, -2.771], [-1.590, 2.206, -1.053], [-2.977, 2.824, -1.566], [-3.108, 1.048, -4.888], [-2.325, 3.916, -5.351], [-3.484, 3.000, -6.293], [-4.042, 2.665, -3.470], [-3.957, 4.378, -3.830], [-5.521, 2.851, -5.793], [-5.930, 4.335, -5.012], [-6.783, 1.201, -6.157], [-6.187, -1.054, -7.435], [-5.112, -1.547, -3.436], [1.131, 2.067, 2.715], [0.543, 3.412, 2.281], [0.404, 3.215, 0.774], [0.144, 1.824, 0.585], [0.397, 1.102, 1.794], [0.977, 1.838, 3.770], [2.204, 2.047, 2.508], [-0.439, 3.559, 2.737], [1.169, 4.267, 2.535], [1.339, 3.473, 0.260], [-0.405, 3.787, 0.324], [-0.560, 0.798, 2.237], [0.976, 0.212, 1.557], [3.090, -3.817, 1.617], [2.874, -3.304, 3.044], [2.952, -1.796, 2.834], [2.460, -1.545, 1.519], [2.339, -2.775, 0.798], [2.715, -4.825, 1.451], [4.154, -3.803, 1.370], [1.881, -3.587, 3.398], [3.601, -3.670, 3.764], [3.988, -1.442, 2.899], [2.350, -1.231, 3.549], [1.279, -3.033, 0.704], [2.740, -2.638, -0.205], [-2.519, 3.064, 6.898], [-1.243, 3.145, 7.739], [-0.448, 1.960, 7.201], [-0.820, 1.823, 5.833], [-1.965, 2.626, 5.547], [-3.068, 4.002, 6.841], [-3.187, 2.300, 7.301], [-0.716, 4.079, 7.534], [-1.417, 3.081, 8.812], [-0.702, 1.037, 7.735], [0.631, 2.106, 7.260], [-1.655, 3.487, 4.946], [-2.671, 2.036, 4.963], [4.781, -0.783, -4.008], [4.944, -0.308, -2.561], [3.555, -0.588, -2.000], [3.068, -1.732, -2.697], [3.888, -2.007, -3.828], [5.722, -1.021, -4.503], [4.264, -0.024, -4.597], [5.697, -0.913, -2.048], [5.227, 0.739, -2.470], [2.880, 0.255, -2.177], [3.558, -0.802, -0.930], [4.486, -2.906, -3.629], [3.245, -2.200, -4.687], [3.132, -5.864, 8.141], [4.089, -4.675, 8.240], [4.560, -4.543, 6.796], [3.470, -4.974, 5.983], [2.482, -5.618, 6.785], [2.406, -5.913, 8.951], [3.694, -6.801, 8.129], [3.545, -3.779, 8.546], [4.912, -4.829, 8.937], [5.427, -5.183, 6.601], [4.819, -3.519, 6.523], [1.611, -4.959, 6.876], [2.168, -6.535, 6.286]], "e_tot_ev": -76829.1226, "lumo_energy_ha": 0.049, "e_homo_ev": -3.77, "gap_ev": 5.09, "e_above_lowest_kj_mol": 0.0, "charge": -1}



Record 5
{"formula": "CH3ILiNO2", "method": "the ωB97M-V functional and the def2-TZVPD basis", "elements": ["Li", "I", "C", "N", "O", "O", "H", "H", "H"], "coordinates": [[13.684, -2.262, 4.680], [11.234, -1.450, 4.656], [9.679, 1.353, 6.901], [8.603, 0.849, 7.794], [8.687, 1.099, 8.987], [7.761, 0.131, 7.212], [9.174, 1.916, 6.115], [10.010, 0.412, 6.462], [10.364, 2.049, 7.385]], "e_tot_ev": -14966.0064, "lumo_energy_ha": [-0.189, -0.324], "e_homo_ev": [-13.71, -13.71], "gap_ev": [8.57, 4.90], "charge": 1, "multiplicity": 2}